1.
61
Properties=species:S:1:pos:R:3:mulliken_charge:R:1 method="wB97M-V/def2-TZVPD" total_charge=+3 e_homo_ev="-16.261 / -16.261" relative_energy_kcal_mol=10.50
Sn -0.83619 0.30942 -0.66109 0.9063
N -4.90383 0.95112 0.56596 -0.0359
C -4.53372 0.51858 1.83703 0.4674
C -5.29132 0.32946 2.98537 -1.1671
C -4.61515 -0.11535 4.09936 -0.5504
C -3.23506 -0.36468 4.05447 -0.9363
C -2.49367 -0.17520 2.90558 0.0011
C -3.15956 0.28777 1.77258 0.2995
N -2.73506 0.57100 0.46113 -0.0959
C -3.81461 0.98683 -0.20098 0.5053
C -3.74438 1.50188 -1.55971 -0.0642
C -4.74571 1.89902 -2.38579 -0.3251
S -4.09225 2.48291 -3.84568 -0.0028
C -2.52491 2.17793 -3.26821 -0.3014
N -2.47752 1.67018 -2.06392 -0.0970
H -5.83137 1.22921 0.28401 0.2543
H -6.35622 0.52005 3.00315 0.4382
H -5.15529 -0.28167 5.02105 0.4282
H -2.73938 -0.72521 4.94576 0.4860
H -1.44110 -0.40281 2.91427 0.4899
H -5.81333 1.87868 -2.22815 0.3821
H -1.65035 2.40106 -3.86280 0.4436
Cl 1.35209 -2.54141 3.12235 -0.0909
C 1.42549 -0.85322 3.01697 0.4357
C 2.11747 -0.11132 3.95299 -0.6534
C 2.16271 1.27470 3.87241 0.8177
Cl 3.03032 2.13474 5.03263 -0.1098
C 1.48096 1.98627 2.81625 0.2005
C 1.46869 3.38556 2.69251 -0.8171
C 0.77939 3.96233 1.65266 -0.8908
C 0.11318 3.14305 0.74315 -0.4448
N 0.11237 1.81735 0.84712 0.0507
C 0.78248 1.23910 1.86770 0.6716
C 0.73924 -0.21658 1.92883 0.1260
O 0.09798 -0.86502 1.06057 -0.8103
H 2.62829 -0.61351 4.76442 0.5608
H 1.99795 3.99872 3.40985 0.5026
H 0.74601 5.03585 1.52894 0.4624
H -0.43779 3.57053 -0.08614 0.4944
C 2.48220 -0.43320 -5.11929 -1.2027
C 2.28511 -1.77500 -4.40760 -0.3931
P 2.24433 -1.66219 -2.60826 0.4023
C 1.58185 -3.16099 -1.85342 -0.1742
C 2.60941 -4.30906 -1.86649 -1.2862
C 3.84943 -1.21900 -1.91620 -0.6371
C 3.80300 -1.00125 -0.40137 -1.0255
H 2.54711 -0.60411 -6.19191 0.3797
H 3.40456 0.05883 -4.81161 0.3493
H 1.64719 0.24223 -4.93582 0.2870
H 3.11785 -2.45496 -4.63043 0.4141
H 1.37033 -2.28288 -4.71854 0.3922
H 0.69129 -3.42559 -2.42738 0.4731
H 1.25657 -2.92636 -0.83733 0.1269
H 2.92253 -4.56142 -2.87918 0.3623
H 2.14438 -5.19390 -1.43448 0.4036
H 3.49121 -4.07273 -1.27267 0.3129
H 4.21893 -0.34173 -2.44957 0.4612
H 4.51898 -2.04729 -2.17817 0.4676
H 3.15998 -0.15648 -0.14582 0.1456
H 4.80342 -0.78142 -0.03296 0.4622
H 3.44351 -1.88882 0.12189 0.2477

---

2.
59
Properties=species:S:1:pos:R:3:mulliken_charge:R:1 method="wB97M-V/def2-TZVPD" smiles="Cc1c(NC(=O)COC(=O)C2(c3ccccc3F)CCCC2)c(=O)n(-c2ccccc2)n1C" e_homo_ev=-7.857 relative_energy_kcal_mol=23.08
C 1.15925 -0.09108 3.10615 -1.5492
C 0.21950 0.67794 2.25562 0.3910
C 0.37267 1.20434 1.00593 0.1303
N 1.44591 1.22682 0.11548 0.0099
C 2.76549 1.18298 0.39295 0.7405
O 3.25429 1.24423 1.50143 -0.6940
C 3.61151 0.95336 -0.86741 -0.7629
H 4.66473 0.88930 -0.59307 0.3342
H 3.44626 1.74223 -1.60883 0.4042
O 3.24093 -0.31258 -1.41087 -0.3651
C 2.30865 -0.33222 -2.36483 -0.5156
O 1.87646 0.65379 -2.90587 -0.6605
C 1.80283 -1.74701 -2.59193 2.2784
C 0.69233 -1.85068 -1.55311 -0.4875
C -0.40363 -0.99654 -1.69948 -0.2317
C -1.46425 -0.99422 -0.81564 -0.8378
C -1.45773 -1.84463 0.27644 -0.3455
C -0.37933 -2.68507 0.46531 -1.0543
C 0.67308 -2.67933 -0.43740 1.0761
F 1.67744 -3.54076 -0.16381 -0.3967
H -0.33070 -3.36507 1.30249 0.5145
H -2.28460 -1.85588 0.97047 0.5189
H -2.29078 -0.32195 -0.98059 0.3923
H -0.41511 -0.29913 -2.52290 0.3699
C 1.25685 -1.97439 -4.01151 -1.0011
C 1.23300 -3.49863 -4.15563 -0.6852
H 0.25678 -3.88325 -3.85832 0.2888
C 2.32732 -4.02838 -3.20885 -0.6307
H 3.09183 -4.58881 -3.74459 0.5001
H 1.89631 -4.69173 -2.46009 0.2307
C 2.92559 -2.78901 -2.53821 -1.4465
H 3.75553 -2.40709 -3.13642 0.5722
H 3.30367 -2.98093 -1.53984 0.4226
H 1.40764 -3.79848 -5.18767 0.4407
H 1.95168 -1.52887 -4.72466 0.4776
H 0.27840 -1.53016 -4.17353 0.2571
H 1.14480 1.40812 -0.83742 0.3691
C -0.89658 1.75664 0.57814 0.0754
O -1.19016 2.29736 -0.47331 -0.7569
N -1.75452 1.53175 1.64690 0.7121
C -2.98330 2.17431 1.84543 0.2603
C -3.86905 2.28535 0.77762 -0.2530
C -5.07947 2.92826 0.95655 -0.8056
C -5.42326 3.44820 2.19346 -0.4881
C -4.53727 3.34392 3.25256 -0.6916
C -3.31643 2.71765 3.08388 0.0381
H -2.61375 2.66744 3.90174 0.4356
H -4.79102 3.76261 4.21509 0.3821
H -6.37331 3.94197 2.32977 0.3918
H -5.76077 3.01869 0.12412 0.3857
H -3.58916 1.89356 -0.18566 0.3625
N -1.05524 0.94508 2.69682 -0.0837
C -1.75741 0.06200 3.60003 -1.2751
H -1.50295 0.30317 4.63339 0.3239
H -2.82886 0.19645 3.46694 0.5242
H -1.50362 -0.98310 3.40745 0.3263
H 0.91063 0.01944 4.15792 0.3934
H 2.17408 0.26175 2.93130 0.4893
H 1.12352 -1.14948 2.84483 0.1983

---

3.
61
Properties=species:S:1:pos:R:3:lowdin_spin:R:1 method="wB97M-V/def2-TZVPD" e_homo_ev="-7.811 / -7.862" spin_multiplicity=5 relative_energy_kcal_mol=0.00
Fe -0.31983 -0.14151 1.19740 3.7215
C 3.02310 -4.53804 -1.61447 0.0002
C 3.33620 -4.04266 -0.20965 0.0009
N 2.15244 -3.77977 0.59140 0.0051
C 1.43345 -2.63822 0.53615 0.0108
S 0.17600 -2.46815 1.71972 0.0608
N 1.78626 -1.79176 -0.41927 -0.0001
N 1.11079 -0.62130 -0.37213 0.0334
C 1.30082 0.22780 -1.31806 0.0033
C 2.17078 -0.02776 -2.50725 0.0008
C 0.59546 1.51633 -1.16352 0.0004
C 0.73072 2.55120 -2.08501 0.0012
C 0.05115 3.73938 -1.87442 -0.0027
C -0.74815 3.87483 -0.75299 0.0016
C -0.83149 2.80226 0.12026 0.0011
N -0.18185 1.66082 -0.07900 0.0334
H 3.94396 -4.72816 -2.16814 0.0000
H 2.44618 -3.78477 -2.14904 0.0001
H 2.44689 -5.46462 -1.57950 0.0000
H 3.92369 -3.12556 -0.26412 0.0002
H 3.92532 -4.78400 0.33154 0.0001
H 1.90173 -4.41654 1.32708 0.0015
H 2.38520 -1.09045 -2.57184 0.0001
H 3.11910 0.50925 -2.42000 -0.0002
H 1.68231 0.29722 -3.42693 0.0002
H 1.37116 2.43095 -2.94651 0.0003
H 0.15147 4.55417 -2.57982 -0.0002
H -1.29165 4.78588 -0.54829 0.0003
H -1.44043 2.84489 1.01588 0.0002
C -2.95247 0.74885 -1.94613 0.0012
C -2.16239 -0.43802 -1.46650 0.0077
O -1.91517 -0.57099 -0.28013 0.0218
C -1.65458 -1.43304 -2.44231 0.0004
C -1.70257 -1.20461 -3.81691 0.0006
C -1.19458 -2.14743 -4.69523 0.0000
C -0.65388 -3.32869 -4.20342 0.0005
C -0.61083 -3.56283 -2.83489 -0.0001
C -1.09836 -2.61344 -1.95320 0.0003
H -3.29690 1.31455 -1.08533 0.0000
H -3.80355 0.43048 -2.54932 -0.0001
H -2.32311 1.38862 -2.57011 0.0005
H -2.13195 -0.29058 -4.20630 0.0000
H -1.22609 -1.96566 -5.76138 0.0000
H -0.26361 -4.06871 -4.89044 0.0000
H -0.18877 -4.48180 -2.45340 0.0000
H -1.05534 -2.76939 -0.87994 0.0002
O -2.99239 2.22064 4.25876 0.0016
C -1.85262 2.65415 4.82639 0.0010
C -1.95795 3.54668 5.89422 0.0000
C -0.82182 4.00950 6.52576 0.0007
C 0.44532 3.59961 6.11278 0.0000
C 0.55265 2.72157 5.05411 0.0013
C -0.58084 2.24120 4.39719 0.0012
C -0.40928 1.32023 3.24666 0.0096
O -1.46511 0.90560 2.62185 0.0423
O 0.71679 0.96898 2.84663 0.0340
H -2.73135 1.55587 3.57864 0.0007
H -2.94603 3.85209 6.21153 0.0000
H -0.92110 4.69776 7.35604 0.0000
H 1.33024 3.96506 6.61537 0.0000
H 1.51689 2.38201 4.69952 0.0003

---

Number 1: E_tot -85331.524 eV. Number 2: E_tot -41725.432 eV. Number 3: E_tot -85723.157 eV.